# 1
16
Properties=species:S:1:pos:R:3:forces:R:3:mulliken_charge:R:1 method="wB97M-V/def2-TZVPD" de_lowest_kcal_mol=12.0 total_charge=-1 homo_lumo_gap_ev=8.5
H -2.029713 1.970267 -0.907106 -0.060 -0.115 0.228 0.287
H 0.961565 1.456770 -0.816090 -0.401 -0.634 0.106 0.250
O 1.069976 -0.564418 1.611904 0.371 0.028 -0.295 -0.798
C 0.045099 1.905791 -0.379077 1.919 -0.422 -0.971 -0.413
H -0.160488 -1.945951 -0.705871 0.348 -0.216 -0.014 0.170
H -1.147054 0.935268 -1.964727 0.317 -0.215 0.069 0.278
H -0.853084 -1.892188 0.838808 -0.319 -0.418 0.601 0.285
H 0.234994 2.912313 -0.789908 -0.862 0.295 0.593 0.311
O 2.371721 -2.074867 0.548046 0.498 0.043 -0.115 -0.696
H 0.183408 -3.346643 0.328030 -0.346 -0.065 0.143 0.307
H -1.480977 0.428378 -0.273838 0.000 -0.460 0.055 0.194
O 0.142122 1.840749 1.006986 -0.156 0.590 0.220 -0.594
C 1.295008 -1.563037 0.861194 -0.874 -0.125 0.397 0.589
H 0.553644 0.964265 1.230597 -0.181 -0.078 0.143 0.487
C 0.018746 -2.272179 0.330175 0.395 0.777 -0.796 -0.846
C -1.204971 1.245477 -0.919122 -0.648 1.014 -0.364 -0.810


# 2
101
Properties=species:S:1:pos:R:3:forces:R:3:mulliken_charge:R:1 method="wB97M-V/def2-TZVPD" de_lowest_kcal_mol=23.7 homo_lumo_gap_ev=6.0
C 0.168022 2.944157 -0.970660 -0.012 0.005 0.002 -1.006
C -0.700623 -5.539835 -1.232286 0.010 -0.001 -0.006 -1.070
C -2.995013 3.881713 0.364957 -0.008 -0.011 0.014 -0.948
H 7.407770 1.913660 -1.249516 -0.002 0.000 0.000 0.391
H 2.210634 3.997249 2.655498 0.005 -0.011 0.006 0.084
C -2.513399 -0.729312 -0.753514 -0.003 -0.058 0.076 -0.728
N -3.351727 3.180149 -0.780269 -0.011 0.006 0.002 0.291
H 0.181396 -1.603501 -3.681390 0.030 -0.037 -0.008 0.557
H -1.851523 2.006457 4.426131 0.000 0.000 0.000 0.269
C 4.676824 0.751971 0.433313 -0.024 0.020 -0.010 0.209
H -5.802110 -0.524595 2.834008 0.001 0.000 0.000 0.323
C 3.881860 -2.200998 -3.259773 -0.021 -0.011 -0.004 -0.969
C 1.180677 4.116715 3.005567 -0.011 0.009 -0.011 -1.144
C -1.308487 -4.998931 1.060321 0.022 0.011 -0.031 -0.885
H 3.430063 1.998785 1.665323 0.001 -0.005 0.019 0.030
C -2.250039 2.677850 -1.392680 0.014 -0.018 0.020 -0.059
O -1.484566 -1.131587 2.186614 -0.011 0.095 -0.134 -0.567
C 4.314102 1.963541 1.032452 0.028 -0.002 -0.005 -0.122
H -2.135590 -0.772607 -1.768727 -0.022 -0.005 0.005 0.340
H -1.170724 3.565578 4.901430 0.004 0.001 0.002 0.454
C -1.640980 -3.189600 -3.232074 -0.031 0.041 0.028 -1.466
H -1.471195 -4.184724 1.757222 -0.011 -0.031 -0.012 0.251
O -3.278867 -3.069815 2.252509 -0.031 0.004 0.016 -0.869
C -1.340138 2.898022 4.049208 0.005 0.001 0.002 -1.352
C -1.660122 3.811684 0.480826 0.006 0.002 -0.019 -0.537
H -2.257703 -2.389791 -3.653987 0.001 0.000 -0.005 0.298
C 3.125155 -3.997486 -1.872049 0.039 -0.007 0.012 -0.590
H 2.956311 -3.572920 0.212729 -0.005 -0.002 0.003 0.321
H 4.727871 4.049991 1.317902 -0.002 0.005 0.003 0.427
H 0.688613 4.791447 2.295910 0.014 -0.002 -0.002 0.411
C 1.286798 1.696678 4.704306 0.004 0.012 -0.002 -1.298
Sr 0.498199 -0.000037 1.126301 0.168 -0.092 0.433 1.320
H -4.080485 1.306789 0.982827 -0.001 -0.001 0.002 0.114
H 4.150895 -1.808681 -4.233747 0.000 0.000 0.001 0.407
C 2.756787 2.695340 -1.721748 -0.015 0.020 -0.017 -0.585
H -3.716666 -3.823262 -0.173571 -0.007 -0.003 -0.004 0.287
N -1.202076 3.057607 -0.594302 0.011 0.008 -0.012 1.115
H 0.365576 5.046814 -1.288603 0.002 0.004 -0.004 0.546
H -1.916154 -0.029491 -0.169214 -0.001 -0.048 -0.115 -0.108
H -2.632415 1.004358 1.976720 0.004 -0.005 -0.004 -0.265
H -4.689377 3.192813 -2.369698 -0.006 0.005 -0.002 0.378
N -0.771979 -2.686134 -2.176517 0.004 -0.031 -0.009 0.503
Si 0.319792 2.404352 3.206606 -0.064 0.041 -0.030 0.519
C 6.533651 1.934375 -0.609068 0.001 -0.004 -0.011 -0.798
P -2.781158 -1.754048 1.831130 -0.002 0.018 0.106 0.483
H 1.300640 2.403311 5.541918 0.001 0.000 0.001 0.332
H 1.262820 -2.079400 -2.354358 -0.035 0.004 0.002 -0.262
H 1.217423 4.639668 3.967868 0.002 0.005 -0.003 0.413
P -0.962292 -2.929366 -0.576568 0.081 -0.010 -0.003 0.749
H -0.373462 -5.501995 1.314636 0.004 -0.010 0.001 0.345
C 6.146115 3.123447 -0.003354 -0.010 0.004 0.012 -0.443
H 3.389737 -4.155932 -4.004815 -0.003 -0.002 -0.004 0.400
C 1.965931 1.613028 -1.371815 -0.001 -0.039 -0.038 -0.711
H 0.110523 -0.735015 -2.159634 -0.030 0.025 -0.017 0.187
Si 3.548290 -0.768510 0.741590 0.058 -0.063 0.054 0.131
C -3.723958 -2.818786 -0.580479 0.009 0.012 0.004 -1.063
H -4.191263 1.243899 2.751463 0.001 -0.001 0.002 0.497
H -2.035043 3.401904 3.368821 -0.003 0.000 -0.004 0.285
C -4.695217 3.025319 -1.294883 0.010 0.007 -0.009 -0.923
H -5.940256 -0.628160 1.072415 0.002 0.001 -0.001 0.322
C 5.812231 0.768220 -0.383797 0.026 0.007 0.025 -0.168
H -5.471496 -2.061627 2.026092 0.000 -0.001 -0.003 0.323
H 2.804436 -5.026879 -1.754590 -0.001 -0.008 -0.002 0.462
C -3.699032 0.807137 1.879048 -0.001 0.012 0.010 -0.464
H -5.340306 3.750610 -0.804836 -0.001 -0.005 0.005 0.340
H 3.794966 2.539600 -1.982834 -0.003 -0.001 0.000 0.551
C -5.372066 -0.982915 1.940010 -0.005 0.001 -0.004 -1.087
H -5.070618 2.017858 -1.107429 0.000 -0.001 -0.010 0.263
H -3.529725 -0.344612 -0.776917 -0.009 -0.020 0.016 0.496
H 6.711011 4.031932 -0.173270 0.003 0.000 0.002 0.395
H 6.146441 -0.151482 -0.851185 0.004 -0.001 0.004 0.521
C 3.453938 -3.513474 -3.135324 0.010 -0.004 -0.002 -0.592
H -0.505015 -5.143754 -2.222347 0.004 0.008 0.010 0.416
N -3.967053 -0.622978 1.826674 0.006 -0.008 -0.014 0.625
H -3.746710 -2.835644 -1.668532 0.004 -0.011 -0.007 0.428
N -1.232796 -4.517142 -0.329593 -0.033 -0.026 0.010 0.390
C 3.224442 -3.174476 -0.761342 0.000 -0.010 0.003 -0.742
H -2.139501 -5.696829 1.165456 0.005 -0.014 -0.003 0.316
S -2.199985 1.824975 -2.833465 -0.009 0.080 -0.056 -0.353
C 3.657057 -1.841927 -0.852111 -0.058 0.038 -0.047 0.449
H -0.988617 4.175390 1.237539 -0.006 0.000 -0.005 0.511
H -4.607551 -2.293842 -0.223348 -0.003 0.000 -0.007 0.374
C 5.037054 3.132348 0.831089 0.021 -0.005 0.014 -0.517
H 0.836173 0.766489 5.063441 0.000 0.001 0.001 0.261
C 2.195483 3.957419 -1.677081 -0.013 -0.022 -0.012 -1.233
H -3.728157 4.339134 1.004696 0.000 -0.004 0.000 0.472
H 0.237632 -5.935725 -0.836226 -0.001 -0.005 0.005 0.265
H -1.418690 -6.358127 -1.309707 -0.001 -0.001 -0.002 0.304
H 2.374253 0.609076 -1.385014 0.007 -0.009 -0.012 0.698
N -2.522405 -2.078579 -0.104418 0.048 -0.071 -0.001 0.187
C 0.265129 -1.721184 -2.602730 0.004 0.045 0.028 -0.561
C 3.976675 -1.384344 -2.135769 -0.006 0.018 -0.007 0.459
H 4.330578 -0.367299 -2.271885 -0.015 -0.001 0.002 0.257
H -1.033267 -3.612199 -4.034409 0.000 -0.003 -0.003 0.404
O 0.107281 -2.285128 0.207629 -0.142 0.193 -0.207 -0.568
H 2.781605 4.832060 -1.925221 0.000 0.003 -0.001 0.412
C 0.862301 4.087121 -1.313679 0.007 0.003 0.025 -0.328
H -2.296076 -3.973684 -2.857910 0.001 0.002 0.010 0.551
H 4.359797 -1.628018 1.671316 0.025 0.004 -0.010 -0.358
N 0.697405 1.727182 -0.970937 -0.026 -0.044 -0.041 0.297
H 2.325311 1.471161 4.443698 -0.001 0.000 -0.003 0.322


# 3
8
Properties=species:S:1:pos:R:3:forces:R:3:mulliken_charge:R:1 method="wB97M-V/def2-TZVPD" smiles="O=C1NS1.O=C=S" de_lowest_kcal_mol=23.4 homo_lumo_gap_ev=9.2
O -4.660021 -0.476406 -1.851097 0.175 0.314 0.144 -0.356
N -1.838861 -0.932276 0.364481 -1.233 -1.799 -2.736 -0.306
S -4.796210 0.112876 0.768808 -0.209 0.521 1.163 -0.305
C -4.700380 -0.169397 -0.735518 -0.216 -0.726 -1.267 0.659
C -1.240138 0.313726 0.173537 -0.394 -0.247 -0.228 0.550
S -0.317840 -0.723123 1.222452 1.436 0.062 0.750 -0.110
H -1.900235 -1.738645 -0.430812 0.497 2.805 2.056 0.298
O -1.356666 1.393382 -0.305463 -0.057 -0.931 0.119 -0.431


# 4
16
Properties=species:S:1:pos:R:3:forces:R:3:mulliken_charge:R:1 method="wB97M-V/def2-TZVPD" smiles="C=CNC(C)=[N+]=C" de_lowest_kcal_mol=80.3 total_charge=+1 homo_lumo_gap_ev=8.5
C 0.655685 0.404915 0.102479 -3.641 0.022 -1.054 0.644
H 1.798967 1.777921 -0.796498 0.728 0.289 -1.428 0.346
C -1.671856 -0.470710 -0.129506 -3.302 -3.388 -0.687 0.342
H -1.217636 1.371753 0.187028 1.505 -0.293 -0.066 0.257
C 1.543059 1.574297 0.202206 1.911 -2.064 1.101 -1.192
H 1.320895 2.484898 0.645450 -1.519 1.337 1.057 0.440
H -3.738307 -0.932000 0.446765 -0.103 -0.541 -0.474 0.285
H 2.427079 1.195565 0.757326 -0.175 0.385 -0.608 0.339
C -2.893224 -0.281694 0.443269 2.117 1.772 0.481 -0.912
H 2.213879 -1.751762 -1.529438 0.004 -0.144 0.176 0.270
H 1.907155 -2.633865 0.085837 0.310 -0.580 0.799 0.295
H -3.041932 0.662205 1.048868 0.127 -1.105 -0.651 0.182
H -1.559643 -1.382830 -0.815490 0.405 1.486 1.214 0.221
N 1.135238 -0.755583 -0.124911 2.130 -2.303 0.232 -0.116
C 1.825594 -1.757080 -0.505834 -1.552 2.349 -0.811 -0.191
N -0.704947 0.493963 -0.017557 1.055 2.777 0.717 -0.210


Calculated total energy for every record listed, in sequence, given in eV: -10437.9472, -96626.4557, -29344.0145, -8302.2484.
Strongest force on any atom for every record listed, in sequence, given in hartree/bohr: 0.0426, 0.0092, 0.0683, 0.0930.